Here is 2 unconnected molecules or ions with the total composition C4H7NO in a non-equilibrium geometry from the OMol25 dataset. Energies are from the ωB97M-V functional and the def2-TZVPD basis.

The HOMO energy is -10.08 eV. For the HOMO-LUMO gap, the calculation gives 10.431 eV. The value obtained for the energy above the lowest of the compared OMol25 structures with the same formula, charge and spin is 459.0 kJ/mol. The total charge is 0.

```
13
Properties=species:S:1:pos:R:3:forces:R:3:lowdin_charge:R:1
C -0.6341 1.2728 -0.1295 0.01 0.03 0.00 -0.02
C 0.3044 0.2778 0.5139 -0.18 -0.02 -0.20 -0.63
O 0.7922 0.5515 1.7084 -0.06 0.01 0.16 -0.12
C -0.0230 -1.2050 0.2822 0.01 -0.04 0.10 -0.12
C -0.3404 -1.5544 -1.1020 -0.21 -0.20 -0.97 -0.22
N -0.5823 -1.7965 -2.2068 0.24 0.24 1.08 0.15
H -0.2296 2.2802 -0.0176 -0.05 -0.15 -0.01 0.10
H -0.8391 1.0523 -1.1808 0.03 0.01 0.16 0.08
H -1.5676 1.2174 0.4438 0.11 -0.01 -0.07 0.11
H 1.4383 0.3933 -0.3896 -0.06 0.00 0.07 0.20
H 1.5787 0.5634 0.5601 0.19 0.02 -0.15 0.20
H -0.8854 -1.4059 0.9303 0.09 0.02 -0.10 0.14
H 0.8074 -1.8105 0.6537 -0.12 0.08 -0.07 0.13
```
Positions in Å, forces in eV/Å.